# 1
{"formula": "C27H30NO", "method": "ωB97M-V/def2-TZVPD", "molar_mass_g_mol": 384.54, "total_charge": 1, "orbital_gap_ha": 0.2116, "e_above_lowest_kj_mol": 147.90, "homo_energy_ha": -0.4098, "energy_ha": -1176.5289, "spin_multiplicity": 1, "species": ["C", "C", "N", "C", "C", "C", "C", "C", "H", "H", "H", "H", "H", "H", "H", "H", "H", "H", "H", "H", "H", "C", "C", "C", "C", "C", "C", "C", "C", "C", "C", "O", "C", "C", "C", "C", "C", "C", "C", "C", "C", "C", "H", "H", "H", "H", "H", "H", "H", "H", "H", "H", "H", "H", "H", "H", "H", "H", "H"], "xyz": [[-1.338109, -1.434380, 2.385081], [0.193245, -1.328294, 2.363250], [0.697537, 0.098748, 2.274206], [0.175821, 0.729940, 3.541979], [-1.357013, 0.741318, 3.617609], [-1.974765, -0.010603, 2.400371], [-1.501925, 0.712957, 1.110290], [0.025800, 0.772783, 1.112483], [-1.682050, -2.010539, 1.515637], [-1.652954, -1.986246, 3.280591], [0.607174, -1.709817, 3.309667], [0.630407, -1.905095, 1.537074], [0.591686, 0.119567, 4.357351], [0.599814, 1.739385, 3.617017], [-1.675456, 0.254789, 4.547890], [-1.715391, 1.777352, 3.656492], [-3.070068, -0.054961, 2.457501], [-1.841714, 0.193184, 0.203642], [-1.903660, 1.734742, 1.060103], [0.363402, 1.817305, 1.131215], [0.441620, 0.328151, 0.196061], [5.546286, 2.548614, 7.412128], [5.220499, 2.010635, 6.050050], [5.462766, 0.657451, 5.738187], [5.005697, 0.115646, 4.543903], [4.311291, 0.902331, 3.571364], [3.641081, 0.189046, 2.529404], [3.353083, 0.688949, 1.224421], [2.862575, 1.994356, 0.935431], [2.709766, 2.413085, -0.387897], [2.748779, 1.464660, -1.415512], [2.278278, 1.713104, -2.705108], [2.976571, 2.632181, -3.494396], [3.593747, 2.154439, -4.661377], [4.553820, 2.962682, -5.274883], [4.775946, 4.274193, -4.833590], [4.092852, 4.750050, -3.707781], [3.159503, 3.944457, -3.058698], [3.204739, 0.161164, -1.172910], [3.563788, -0.181250, 0.109620], [4.373130, 2.327118, 3.776688], [4.704827, 2.842160, 5.032060], [5.192097, 3.577747, 7.497440], [5.047280, 1.938923, 8.173105], [6.620729, 2.530193, 7.634828], [6.029804, 0.039594, 6.445437], [5.187590, -0.938131, 4.300161], [3.495125, -0.901996, 2.687682], [2.581203, 2.669605, 1.746900], [2.579050, 3.474539, -0.605458], [3.385050, 1.140311, -5.006113], [5.131354, 2.568157, -6.116672], [5.466658, 4.934521, -5.357595], [4.259487, 5.755754, -3.307623], [2.625156, 4.315686, -2.188511], [3.338478, -0.515788, -2.016908], [4.030616, -1.143113, 0.305587], [4.176950, 3.004487, 2.939806], [4.627387, 3.916284, 5.249532]], "atomic_forces_ev_per_a": [[-0.7, 0.2, 0.0], [0.9, 0.7, 0.0], [-1.9, -0.5, 0.7], [0.8, -0.4, -0.6], [-0.7, 0.0, -0.1], [1.1, 0.0, -0.2], [-0.6, -0.1, 0.3], [1.2, 0.0, 0.2], [-0.1, 0.2, 0.2], [0.0, 0.1, -0.2], [0.0, -0.1, -0.4], [-0.1, 0.2, 0.1], [0.0, 0.3, -0.1], [-0.1, -0.1, 0.0], [0.0, 0.1, -0.2], [-0.1, -0.2, -0.1], [0.4, 0.0, 0.0], [-0.1, 0.0, 0.3], [0.0, -0.3, 0.1], [-0.1, -0.2, 0.0], [-0.1, 0.1, 0.2], [-0.2, 0.1, -0.1], [0.0, -0.4, -0.4], [0.2, -0.2, -0.4], [-0.4, -0.1, 0.5], [0.1, -0.1, 0.6], [1.1, 0.5, -0.2], [-0.7, 0.4, -1.0], [0.9, -0.2, -0.3], [0.0, 0.0, 0.5], [-0.2, 0.0, -0.9], [0.2, -0.1, 0.8], [0.7, 0.2, -0.1], [0.3, 0.2, 0.8], [-0.3, 0.3, -0.3], [-0.1, -0.1, 0.4], [-0.2, 0.1, -0.3], [0.3, -0.3, -0.1], [0.2, 0.5, 0.0], [-0.3, -0.3, 0.8], [-0.2, -0.1, 0.1], [0.1, -0.2, -0.5], [0.1, -0.1, 0.1], [0.1, 0.1, -0.1], [-0.2, -0.1, -0.2], [-0.4, 0.2, -0.3], [-0.2, 0.3, 0.4], [0.5, 0.8, -0.2], [0.2, -0.2, -0.3], [-0.5, -0.6, 0.3], [0.2, 0.3, 0.2], [-0.4, 0.2, 0.2], [0.0, -0.3, 0.2], [0.0, -0.3, -0.4], [0.1, 0.0, -0.4], [-0.1, 0.2, 0.3], [-0.2, 0.0, -0.1], [-0.2, -0.2, 0.5], [0.1, -0.5, -0.4]]}

---

# 2
{"formula": "C27H31BN10O5Zr", "method": "ωB97M-V/def2-TZVPD", "molar_mass_g_mol": 677.65, "total_charge": 1, "orbital_gap_ha": [0.2391, 0.0492], "e_above_lowest_kj_mol": 188.57, "homo_energy_ha": [-0.3586, -0.3585], "energy_ha": -2043.1953, "spin_multiplicity": 2, "species": ["Zr", "C", "C", "C", "C", "N", "N", "B", "N", "C", "C", "C", "C", "N", "N", "C", "C", "C", "C", "N", "N", "C", "C", "C", "C", "N", "H", "H", "H", "H", "H", "H", "H", "H", "H", "H", "H", "H", "H", "H", "H", "H", "H", "H", "H", "H", "N", "C", "C", "O", "N", "C", "C", "O", "O", "H", "H", "H", "H", "H", "H", "O", "C", "O", "C", "C", "C", "C", "C", "C", "H", "H", "H", "H", "H"], "xyz": [[0.485317, 0.916832, -0.209683], [3.529317, -1.193368, -1.054683], [2.425917, -1.784668, -0.252883], [2.241117, -3.145968, 0.021417], [1.124417, -3.206668, 0.819517], [0.681717, -1.950968, 1.011517], [1.468117, -1.073768, 0.353917], [-0.530583, -1.514068, 1.843417], [-0.160083, -0.214268, 2.607617], [-0.241783, -0.027568, 3.936117], [0.357417, 1.171832, 4.245917], [0.802017, 1.684232, 3.020717], [1.566017, 2.941832, 2.799917], [0.469917, 0.841832, 2.033617], [-1.671183, -1.215168, 0.864417], [-2.868783, -1.813568, 0.774217], [-3.526983, -1.293268, -0.314783], [-2.646083, -0.353268, -0.863783], [-2.979483, 0.496032, -2.045883], [-1.509783, -0.313668, -0.145383], [-0.827083, -2.611568, 2.840317], [0.104017, -3.116368, 3.696717], [-0.461283, -4.171668, 4.361717], [-1.773483, -4.268168, 3.847717], [-2.825183, -5.249468, 4.209117], [-1.956783, -3.322368, 2.944717], [4.091217, -1.984768, -1.545283], [4.207117, -0.637968, -0.405883], [3.141517, -0.513968, -1.814383], [2.841317, -3.963468, -0.319883], [0.624617, -4.051168, 1.249017], [-0.712783, -0.740568, 4.583317], [0.470917, 1.616332, 5.212417], [2.235017, 3.109532, 3.640717], [0.903017, 3.803532, 2.741517], [2.156117, 2.886032, 1.885117], [-3.147983, -2.563268, 1.491417], [-4.500883, -1.548868, -0.680083], [-3.177383, -0.138668, -2.908483], [-2.191383, 1.192032, -2.317683], [-3.896183, 1.050032, -1.843983], [1.087117, -2.693468, 3.762417], [-0.017883, -4.795168, 5.109317], [-2.447683, -5.929768, 4.966217], [-3.128983, -5.824968, 3.336017], [-3.709983, -4.743968, 4.592217], [-1.473983, 2.331632, 0.532017], [-1.259583, 3.763732, 0.768117], [0.082417, 4.249432, 0.193617], [0.384017, 5.426032, 0.215917], [0.797617, 3.228932, -0.332483], [1.953717, 3.550432, -1.060083], [3.052317, 2.422632, -0.691683], [4.202417, 2.720932, -0.855783], [2.510417, 1.368332, -0.270983], [-1.947383, 2.225332, -0.366683], [-2.097083, 1.963732, 1.252317], [-1.243683, 3.968832, 1.841217], [-2.040083, 4.395032, 0.321217], [2.349417, 4.560932, -0.873883], [1.824317, 3.384732, -2.140983], [-0.212683, 1.705732, -2.092583], [0.352817, 0.755032, -2.724683], [0.794717, -0.201168, -2.027283], [0.454317, 0.766132, -4.192183], [0.963817, -0.346968, -4.863483], [1.024317, -0.344468, -6.244083], [0.586217, 0.765532, -6.952183], [0.087017, 1.878132, -6.291383], [0.021217, 1.881832, -4.911983], [1.293917, -1.196768, -4.284583], [1.409817, -1.203568, -6.772983], [0.638917, 0.768432, -8.028483], [-0.250083, 2.736132, -6.852383], [-0.362783, 2.735132, -4.373183]], "atomic_forces_ev_per_a": [[0.6, 4.2, 0.1], [-0.1, 0.0, -0.2], [0.4, -0.1, -0.1], [-0.3, -0.1, 0.3], [0.6, -0.3, -0.4], [-0.1, 0.0, 0.4], [-0.2, -0.5, 0.4], [0.0, 1.7, -1.3], [-0.2, -0.7, 0.2], [0.2, 0.6, 0.3], [-0.1, -0.3, -0.2], [0.1, 0.1, -0.1], [0.1, 0.0, -0.1], [0.0, -0.4, 0.9], [-0.3, -0.6, 0.4], [-0.4, 0.1, -0.4], [0.3, 0.0, 0.2], [0.0, 0.0, 0.1], [0.2, 0.1, 0.0], [-0.4, -0.5, 0.0], [-2.7, -1.0, -0.3], [0.8, -1.1, 1.3], [-0.1, -0.1, 0.0], [1.3, -1.8, 2.2], [0.4, 0.2, 0.0], [0.7, 3.0, -2.3], [0.0, -0.1, 0.0], [-0.1, 0.1, -0.1], [0.1, 0.0, 0.2], [0.1, -0.1, -0.1], [-0.2, -0.2, 0.0], [-0.2, -0.1, 0.1], [0.0, 0.1, 0.2], [0.0, 0.0, 0.1], [0.0, 0.1, -0.1], [-0.1, 0.1, 0.1], [-0.2, 0.2, -0.3], [-0.2, 0.0, 0.0], [0.0, -0.1, 0.0], [-0.1, 0.0, 0.0], [0.0, 0.0, 0.0], [0.2, 0.2, 0.0], [0.2, -0.1, 0.2], [0.0, 0.0, 0.0], [-0.1, 0.0, -0.2], [-0.1, 0.1, 0.0], [-0.1, -0.2, -0.4], [0.5, 0.8, 0.1], [-0.1, -1.5, -0.4], [-0.1, 0.5, 0.1], [-1.4, -0.7, 1.0], [2.2, -1.1, 0.1], [-0.7, 5.5, -1.5], [1.0, -1.1, 0.2], [-1.0, -3.3, 1.0], [-0.1, 0.1, 0.3], [0.2, -0.1, -0.3], [-0.1, -0.1, 0.0], [0.1, -0.2, 0.2], [-0.1, -0.5, -0.1], [-0.2, 0.4, 0.0], [-0.2, -0.3, -0.7], [-0.5, 0.3, -1.0], [0.2, -0.7, -0.2], [0.1, 0.0, -0.2], [-0.1, 0.1, 0.2], [0.0, 0.0, 0.0], [0.0, 0.0, 0.0], [0.0, 0.0, 0.0], [0.0, -0.1, 0.3], [0.0, -0.1, 0.0], [0.0, 0.0, 0.0], [0.0, 0.0, -0.2], [0.0, 0.1, 0.0], [0.0, 0.1, 0.0]]}